{
  "formula": "C27H36BBrClF3N4O12",
  "method": "the ωB97M-V functional and the def2-TZVPD basis",
  "symbols": ["Br", "Cl", "F", "F", "F", "O", "O", "O", "O", "O", "O", "O", "O", "O", "O", "O", "O", "N", "N", "N", "N", "C", "C", "C", "C", "C", "C", "C", "C", "C", "C", "C", "C", "C", "C", "C", "C", "C", "C", "C", "C", "C", "C", "C", "C", "C", "C", "C", "B", "H", "H", "H", "H", "H", "H", "H", "H", "H", "H", "H", "H", "H", "H", "H", "H", "H", "H", "H", "H", "H", "H", "H", "H", "H", "H", "H", "H", "H", "H", "H", "H", "H", "H", "H", "H"],
  "xyz": [[-1.780920, -3.433379, 3.352991], [-0.788209, -0.323665, 1.982035], [1.670145, 2.207475, -3.533550], [3.481447, 3.234138, -2.802135], [2.227818, 4.253703, -0.787941], [3.221009, -0.049179, 0.800446], [5.176578, 6.544898, 2.032621], [0.725723, 1.725844, 1.916845], [2.910660, 0.568874, 3.497971], [-2.514378, -3.866844, -0.267247], [3.469642, -2.034573, -0.124542], [2.872184, 4.945208, 4.053936], [3.632800, 2.685852, 3.542425], [3.653179, 7.006674, 4.483504], [1.866533, 3.624174, 2.267539], [-4.184244, -3.635442, 2.173642], [4.104643, 4.571800, 2.071159], [-3.177360, 0.380432, 0.152132], [-1.025358, -0.191254, -0.574515], [-1.959711, 1.951823, -1.068764], [-3.977509, -5.088424, -2.339752], [3.620546, 6.019636, 3.805616], [-0.765540, 2.484134, -1.748272], [1.662559, 2.322938, 2.386984], [3.890606, -0.998614, 0.717863], [0.283297, -0.727886, -2.734747], [-3.330113, -3.062203, -1.104773], [4.406247, 5.781455, 2.541496], [3.346223, -2.366489, -2.446949], [-1.491737, -1.122912, 0.461719], [2.786496, 1.726950, 3.199545], [-5.331068, 1.285943, 1.143971], [0.470602, 2.596944, -0.790312], [2.242070, 2.897749, -2.575994], [-2.063575, 0.780539, -0.520996], [2.820566, -0.943154, -2.818544], [-3.952444, -1.833764, -0.392862], [1.581261, -0.586364, -1.908986], [4.332702, -2.136733, -1.277576], [5.200295, -1.154129, 1.477099], [-3.008143, -1.044212, 0.611499], [-3.372476, -2.844715, 2.420565], [-0.942649, -1.020334, -1.848688], [-4.534135, -3.959546, -1.574375], [1.669858, 3.244713, -1.448010], [-3.626449, -1.386849, 1.999232], [5.218183, -1.051165, 2.862129], [-3.763475, 1.334643, 1.112279], [3.121474, 3.959890, 2.985060], [-0.990639, 3.523140, -2.036430], [-3.315448, 1.292470, 2.115038], [-2.757626, 2.574268, -1.028987], [2.482552, -0.994032, -3.871889], [-5.664323, 0.368442, 0.631417], [-3.016021, -4.590763, 0.130947], [-2.788508, -2.832867, -2.031017], [6.090885, -1.389316, 0.881174], [-5.720265, 2.137218, 0.568128], [-0.925374, -2.097706, -1.637850], [4.826468, -1.874751, 3.471028], [-4.740305, -5.602856, -2.778647], [-3.523903, 2.343190, 0.736493], [2.474282, -2.967536, -2.139462], [-5.242548, -3.343893, -2.144458], [0.734791, 1.643880, -0.315588], [-5.726897, 1.296529, 2.166423], [-0.535023, 1.966674, -2.685899], [-4.716238, -1.262078, 1.973763], [-1.889175, -0.862728, -2.404241], [0.142825, 0.103323, -3.441480], [-3.271762, -0.721441, 2.801979], [3.794747, -2.906821, -3.297756], [-4.276758, -1.136942, -1.184583], [3.593318, -0.163116, -2.781685], [1.527400, -1.321540, -1.096554], [-4.980483, -4.331671, -0.624741], [-4.887159, -2.181628, 0.074628], [5.116720, -2.908288, -1.209892], [4.769720, -1.139279, -1.454091], [0.417999, -1.617424, -3.379793], [5.604055, -0.130746, 3.328493], [0.168072, 3.271627, 0.029784], [1.758544, 0.440245, -1.582027], [-1.017658, -2.103937, 0.528128], [-3.592118, -5.754250, -1.673123]],
  "forces_ev_per_a": [[-0.0224, 0.4705, -0.1051], [-0.7021, -0.9502, -0.3959], [0.1609, -0.8023, -0.4684], [0.4910, 0.3105, -1.1372], [0.4686, -0.0220, 0.7250], [-1.1472, 2.2432, 0.2390], [-0.1564, -0.0331, 0.1792], [0.6302, 0.6241, 0.4643], [-0.3907, 0.1948, 0.0222], [0.5897, 0.4035, 0.0310], [1.0892, 0.0994, 0.0557], [0.2453, -0.1313, -0.5308], [-0.7081, 0.1162, -0.5045], [0.0703, -0.1028, -0.1948], [0.1055, -0.6246, 0.1913], [-1.9539, -2.2725, -0.4369], [-0.3699, 0.0618, 0.4894], [0.9407, 0.8997, 1.7562], [-2.3641, -1.4583, -0.5717], [0.3542, 0.5728, -0.7372], [-0.7558, -0.0133, -0.0529], [-0.6709, 0.3964, 1.2354], [1.1759, 0.8667, 0.1987], [-0.7602, 0.7321, -0.5822], [1.2937, -4.1830, 0.3413], [0.2074, -0.2176, 0.1259], [-2.1299, -1.1460, -0.3408], [0.8377, -0.0803, -1.2167], [0.4612, 0.9074, -0.1445], [1.3514, 0.2751, 2.9364], [1.2201, -0.8707, 0.9174], [0.6732, -0.4067, -0.4105], [-0.7633, 0.6620, -0.2545], [0.2747, 0.3293, 0.7352], [0.4397, -1.4768, 0.1992], [-1.1726, -0.9818, -0.5333], [1.0956, -0.5163, -1.0366], [0.4451, -0.1207, -1.4788], [-0.9409, -0.3274, -0.7010], [-0.9111, -0.2217, 0.1042], [-1.7910, -0.3312, -1.1958], [0.9635, 1.8263, -0.1386], [-0.0674, 0.9087, -1.5861], [1.3149, 0.0077, 0.7739], [-1.5455, -0.4220, 0.3386], [1.2026, 1.1117, 1.1096], [0.3090, 0.1152, -0.7313], [-1.2946, 1.4081, -0.4148], [0.4471, 0.4131, 0.1358], [-0.2366, -0.4422, 0.0699], [0.0472, -0.4212, -0.4443], [0.1256, -0.2623, 0.0343], [0.0885, 0.2889, 0.3647], [-0.0548, 0.3338, 0.3133], [-0.0583, 0.3219, -0.0166], [0.0945, 0.0904, 0.5384], [0.1134, 1.9958, -0.0701], [-0.0747, -0.2959, 0.3339], [0.1330, 0.5592, 0.6139], [-1.7058, 1.3269, 0.0579], [0.1666, 0.1691, -0.0563], [0.1259, -0.4199, 0.3480], [0.4744, 0.0474, 0.1387], [0.1151, -0.4272, 0.0329], [-0.0984, 0.3014, -0.2995], [0.1023, 0.0687, -0.3210], [-0.2609, -0.2273, 0.4363], [0.3509, -0.2640, -0.2089], [0.4724, -0.0490, 0.0228], [-0.0283, -0.0976, 0.3626], [0.1952, -0.2892, -0.3779], [0.1088, 0.4414, 0.2785], [0.2208, -0.2323, 0.2562], [-0.1020, -0.3782, 0.1229], [0.1732, 0.7219, 0.1122], [-0.3337, 0.4649, -0.4491], [0.5224, 0.2200, 0.2657], [-0.3229, 0.1809, 0.3741], [0.3456, -0.5777, 0.1283], [-0.2365, 0.2572, 0.2292], [1.6379, -1.2954, 0.2482], [0.2037, -0.3266, -0.2668], [-0.4355, -0.3938, 0.5226], [-0.2820, 0.2324, -0.8457], [0.1728, 0.1337, -0.2533]],
  "spin_multiplicity": 1,
  "e_lumo_ev": -0.7,
  "total_charge": 0,
  "homo_ev": -7.6,
  "gap_ev": 6.95
}